Arrangement a

DFT (ωB97M-V with the def2-TZVPD basis set) results for the molecule C7H6.

Each atom is followed by the atoms it is bonded to, with distances in Å.
Positions of all 13 atoms, in Å:
1 C 3.116 0.061 0.000  C2 1.217, H8 1.081
2 C 1.902 0.141 -0.027  C1 1.217, C3 1.419
3 C 0.484 0.166 -0.001  C2 1.419, C4 1.361, C7 1.498
4 C -0.346 1.245 -0.005  C3 1.361, C5 1.461, H9 1.073
5 C -1.737 0.800 -0.016  C4 1.461, C6 1.348, H10 1.071
6 C -1.756 -0.549 -0.014  C5 1.348, C7 1.485, H11 1.092
7 C -0.365 -1.068 -0.002  C3 1.498, C6 1.485, H12 1.103, H13 1.091
8 H 4.197 0.038 -0.006  C1 1.081
9 H 0.022 2.253 0.037  C4 1.073
10 H -2.579 1.460 0.001  C5 1.071
11 H -2.636 -1.195 0.013  C6 1.092
12 H -0.156 -1.671 0.897  C7 1.103
13 H -0.147 -1.682 -0.878  C7 1.091

Computed properties:
- molar mass (g/mol) = 90.125
- total charge = 0
- frontier orbital gap (eV) = 8.953
- E_LUMO (eV) = 0.7

Charges computed using Löwdin, reported in e: number 1, C, carries 0.118; number 2, C, carries -0.101; number 3, C, carries -0.275; number 4, C, carries -0.023; number 5, C, carries -0.078; number 6, C, carries -0.091; number 7, C, carries -0.158; number 8, H, carries 0.029; number 9, H, carries 0.107; number 10, H, carries 0.093; number 11, H, carries 0.105; number 12, H, carries 0.141; number 13, H, carries 0.133

---

Arrangement b

DFT (ωB97M-V with the def2-TZVPD basis set) results for the molecule C7H6.

Each atom is followed by the atoms it is bonded to, with distances in Å.
Positions of all 13 atoms, in Å:
1 C -1.938 0.721 -0.630  C3 1.241, H8 1.057
2 C 0.213 1.831 0.587  C4 1.326, C5 1.437, H9 1.092
3 C -1.206 -0.280 -0.587  C1 1.241, C6 1.407
4 C -0.917 2.453 0.279  C2 1.326
5 C 0.750 0.507 0.437  C2 1.437, C6 1.365, H10 1.084
6 C 0.094 -0.551 -0.123  C3 1.407, C5 1.365, C7 1.496
7 C 0.695 -1.917 -0.221  C6 1.496, H11 1.093, H12 1.088, H13 1.089
8 H -2.852 1.176 -0.904  C1 1.057
9 H 0.887 2.534 1.080  C2 1.092
10 H 1.756 0.334 0.802  C5 1.084
11 H 0.381 -2.521 0.634  C7 1.093
12 H 1.782 -1.869 -0.225  C7 1.088
13 H 0.356 -2.416 -1.128  C7 1.089

Computed properties:
- molar mass (g/mol) = 90.125
- total charge = 0
- frontier orbital gap (eV) = 7.999
- E_LUMO (eV) = -0.8

Charges computed using Löwdin, reported in e: number 1, C, carries 0.047; number 2, C, carries -0.264; number 3, C, carries -0.007; number 4, C, carries 0.167; number 5, C, carries -0.075; number 6, C, carries -0.315; number 7, C, carries -0.055; number 8, H, carries 0.049; number 9, H, carries 0.098; number 10, H, carries 0.109; number 11, H, carries 0.087; number 12, H, carries 0.078; number 13, H, carries 0.080

---

Least stable structure: arrangement b

---

Arrangement a

DFT (ωB97M-V with the def2-TZVPD basis set) results for the molecule C5H8O2.

Each atom is followed by the atoms it is bonded to, with distances in Å.
Positions of all 15 atoms, in Å:
1 C -0.332 -1.176 -1.404  C2 1.565, H8 1.021, H9 1.084, H10 1.112
2 C -0.107 -1.169 0.145  C1 1.565, C3 1.527, H11 1.079, H12 1.098
3 C 0.238 0.257 0.570  C2 1.527, C4 1.508, O5 1.488, C6 1.442
4 C -0.726 1.376 0.870  C3 1.508, H13 1.134, H14 1.162, H15 1.062
5 O 1.377 0.294 1.526  C3 1.488, C6 1.299
6 C 1.595 0.660 0.299  C3 1.442, O5 1.299, O7 1.162
7 O 2.450 1.004 -0.408  C6 1.162
8 H 0.445 -0.848 -1.977  C1 1.021
9 H -0.953 -0.300 -1.551  C1 1.084
10 H -0.760 -2.066 -1.916  C1 1.112
11 H 0.723 -1.777 0.472  C2 1.079
12 H -0.999 -1.383 0.749  C2 1.098
13 H -1.266 1.634 -0.093  C4 1.134
14 H -0.116 2.298 1.230  C4 1.162
15 H -1.569 1.198 1.490  C4 1.062

Computed properties:
- molar mass (g/mol) = 100.117
- total charge = 0
- frontier orbital gap (eV) = 10.736
- E_LUMO (eV) = 0.8

Charges computed using Löwdin, reported in e: number 1, C, carries -0.056; number 2, C, carries -0.124; number 3, C, carries -0.362; number 4, C, carries 0.003; number 5, O, carries 0.148; number 6, C, carries -0.519; number 7, O, carries 0.186; number 8, H, carries 0.037; number 9, H, carries 0.065; number 10, H, carries 0.090; number 11, H, carries 0.115; number 12, H, carries 0.119; number 13, H, carries 0.103; number 14, H, carries 0.133; number 15, H, carries 0.062

---

Arrangement b

DFT (ωB97M-V with the def2-TZVPD basis set) results for the molecule C5H8O2.

Each atom is followed by the atoms it is bonded to, with distances in Å.
Positions of all 15 atoms, in Å:
1 C 1.330 1.778 -0.098  C2 1.509, H8 1.097, H9 1.091, H10 1.095
2 C 1.002 0.305 -0.120  C1 1.509, O3 1.214, C4 1.524
3 O 1.516 -0.447 -0.922  C2 1.214
4 C -0.003 -0.224 0.895  C2 1.524, C5 1.536, H11 1.096, H12 1.095
5 C -1.313 -0.638 0.209  C4 1.536, C6 1.519, H13 1.099, H14 1.096
6 C -1.114 -1.657 -0.900  C5 1.519, O7 1.207, H15 1.107
7 O -1.930 -1.849 -1.768  C6 1.207
8 H 2.068 1.960 0.693  C1 1.097
9 H 1.764 2.075 -1.054  C1 1.091
10 H 0.449 2.388 0.127  C1 1.095
11 H 0.445 -1.101 1.375  C4 1.096
12 H -0.205 0.517 1.676  C4 1.095
13 H -1.983 -1.096 0.950  C5 1.099
14 H -1.858 0.219 -0.205  C5 1.096
15 H -0.168 -2.230 -0.858  C6 1.107

Computed properties:
- molar mass (g/mol) = 100.117
- total charge = 0
- frontier orbital gap (eV) = 10.288
- E_LUMO (eV) = 0.7

Charges computed using Löwdin, reported in e: number 1, C, carries -0.013; number 2, C, carries -0.446; number 3, O, carries 0.075; number 4, C, carries -0.138; number 5, C, carries -0.143; number 6, C, carries -0.265; number 7, O, carries 0.051; number 8, H, carries 0.094; number 9, H, carries 0.086; number 10, H, carries 0.084; number 11, H, carries 0.126; number 12, H, carries 0.113; number 13, H, carries 0.126; number 14, H, carries 0.125; number 15, H, carries 0.123

---

Arrangement c

DFT (ωB97M-V with the def2-TZVPD basis set) results for the molecule C5H8O2.

Each atom is followed by the atoms it is bonded to, with distances in Å.
Positions of all 15 atoms, in Å:
1 C 1.252 0.409 -1.280  C2 1.334, H8 1.084, H9 1.087
2 C 0.966 -0.184 -0.120  C1 1.334, O3 1.371, C4 1.497
3 O 1.936 -0.716 0.689  C2 1.371, H10 0.967
4 C -0.378 -0.316 0.528  C2 1.497, O5 1.398, C6 1.499, C7 1.506
5 O -0.434 -1.206 1.604  C4 1.398, H11 0.970
6 C -1.632 -0.183 -0.283  C4 1.499, C7 1.506, H12 1.086, H13 1.087
7 C -1.220 0.927 0.647  C4 1.506, C6 1.506, H14 1.087, H15 1.086
8 H 0.484 0.766 -1.956  C1 1.084
9 H 2.287 0.580 -1.566  C1 1.087
10 H 2.767 -0.730 0.196  O3 0.967
11 H 0.453 -1.585 1.706  O5 0.970
12 H -2.450 -0.821 0.039  C6 1.086
13 H -1.564 -0.035 -1.358  C6 1.087
14 H -0.822 1.841 0.215  C7 1.087
15 H -1.768 1.039 1.577  C7 1.086

Computed properties:
- molar mass (g/mol) = 100.117
- total charge = 0
- frontier orbital gap (eV) = 9.418
- E_LUMO (eV) = 0.7

Charges computed using Löwdin, reported in e: number 1, C, carries 0.061; number 2, C, carries -0.317; number 3, O, carries 0.038; number 4, C, carries -0.462; number 5, O, carries 0.029; number 6, C, carries -0.058; number 7, C, carries -0.052; number 8, H, carries 0.060; number 9, H, carries 0.062; number 10, H, carries 0.118; number 11, H, carries 0.092; number 12, H, carries 0.112; number 13, H, carries 0.099; number 14, H, carries 0.108; number 15, H, carries 0.110

---

Arrangement d

DFT (ωB97M-V with the def2-TZVPD basis set) results for the molecule C5H8O2.

Each atom is followed by the atoms it is bonded to, with distances in Å.
Positions of all 15 atoms, in Å:
1 C 0.608 -3.466 0.079  C2 1.191, H8 1.042
2 C 0.143 -2.424 -0.260  C1 1.191, C3 1.435
3 C -0.473 -1.195 -0.671  C2 1.435, O4 1.411, H9 1.087, H10 1.087
4 O -0.028 -0.167 0.187  C3 1.411, C5 1.414
5 C -0.582 1.100 -0.104  O4 1.414, C6 1.520, H11 1.104, H12 1.093
6 C 0.168 2.134 0.720  C5 1.520, O7 1.406, H13 1.095, H14 1.099
7 O 1.531 2.147 0.375  C6 1.406, H15 0.966
8 H 0.895 -4.423 0.377  C1 1.042
9 H -0.207 -0.970 -1.701  C3 1.087
10 H -1.535 -1.424 -0.725  C3 1.087
11 H -0.481 1.356 -1.173  C5 1.104
12 H -1.639 1.061 0.173  C5 1.093
13 H -0.216 3.142 0.534  C6 1.095
14 H 0.026 1.912 1.787  C6 1.099
15 H 1.791 1.216 0.399  O7 0.966

Computed properties:
- molar mass (g/mol) = 100.117
- total charge = 0
- frontier orbital gap (eV) = 11.049
- E_LUMO (eV) = 0.9

Charges computed using Löwdin, reported in e: number 1, C, carries 0.133; number 2, C, carries -0.106; number 3, C, carries -0.248; number 4, O, carries -0.137; number 5, C, carries -0.207; number 6, C, carries -0.249; number 7, O, carries -0.054; number 8, H, carries 0.017; number 9, H, carries 0.129; number 10, H, carries 0.130; number 11, H, carries 0.133; number 12, H, carries 0.127; number 13, H, carries 0.125; number 14, H, carries 0.122; number 15, H, carries 0.084

---

Least stable structure: arrangement d

---

Arrangement a

DFT (ωB97M-V with the def2-TZVPD basis set) results for a 2-piece molecular cluster, C3H4N2 overall.

Each atom is followed by the atoms it is bonded to, with distances in Å.
Positions of all 9 atoms, in Å:
1 C 1.140 -1.765 -0.250  N4 1.160
2 C 0.048 1.199 0.181  C3 1.439, N5 1.463, H6 1.083, H7 1.101
3 C -0.534 0.093 0.895  C2 1.439, N5 1.342, H8 1.078
4 N 1.720 -2.526 -0.907  C1 1.160
5 N -1.223 0.559 -0.158  C2 1.463, C3 1.342, H9 1.026
6 H -0.005 2.236 0.490  C2 1.083
7 H 0.781 1.079 -0.631  C2 1.101
8 H -0.465 -0.874 1.365  C3 1.078
9 H -1.462 0.000 -0.985  N5 1.026

Computed properties:
- molar mass (g/mol) = 68.079
- total charge = 0
- frontier orbital gap (alpha / beta) (eV) = 7.207 / 7.204
- E_LUMO (alpha / beta) (eV) = -2.1 / -2.1

Charges computed using Löwdin, reported in e: number 1, C, carries -0.341; number 2, C, carries -0.107; number 3, C, carries 0.035; number 4, N, carries -0.149; number 5, N, carries 0.099; number 6, H, carries 0.106; number 7, H, carries 0.113; number 8, H, carries 0.076; number 9, H, carries 0.167

---

Arrangement b

DFT (ωB97M-V with the def2-TZVPD basis set) results for the molecule C3H4N2.

Each atom is followed by the atoms it is bonded to, with distances in Å.
Positions of all 9 atoms, in Å:
1 N -0.807 0.853 0.334  C2 1.340, C4 1.478, H8 1.008
2 C -1.295 0.252 -0.760  N1 1.340, C3 1.581
3 C 0.149 -0.372 -0.920  C2 1.581, C4 1.479, N5 1.459, H6 1.079
4 C 0.572 0.322 0.316  N1 1.478, C3 1.479, N5 1.427, H7 1.094
5 N 0.558 -1.104 0.275  C3 1.459, C4 1.427, H9 1.016
6 H 0.676 -0.554 -1.843  C3 1.079
7 H 1.480 0.821 0.665  C4 1.094
8 H -1.177 1.366 1.120  N1 1.008
9 H -0.157 -1.584 0.814  N5 1.016

Computed properties:
- molar mass (g/mol) = 68.079
- total charge = 0
- frontier orbital gap (eV) = 9.707
- E_LUMO (eV) = 0.9

Charges computed using Löwdin, reported in e: number 1, N, carries -0.004; number 2, C, carries 0.023; number 3, C, carries -0.259; number 4, C, carries -0.282; number 5, N, carries 0.056; number 6, H, carries 0.111; number 7, H, carries 0.138; number 8, H, carries 0.116; number 9, H, carries 0.100

---

Least stable structure: arrangement a